240
Properties=species:S:1:pos:R:3 method="wB97M-V/def2-TZVPD" e_tot_ev=-166723.857 total_charge=0 relative_energy_kcal_mol=23.5 gap_ev=10.5
C -8.5533 0.9742 2.0509
C -7.2669 1.6835 1.6594
O -6.1982 0.8204 1.3067
C -5.2612 0.6018 2.2062
O -5.3861 0.9401 3.3741
O -4.2689 -0.1112 1.7450
C -3.0778 -0.2078 2.6625
H -9.2685 1.7926 2.2375
H -8.3872 0.3646 2.9473
H -8.9472 0.3696 1.2863
H -6.8899 2.2698 2.5296
H -7.4170 2.2858 0.7717
H -3.0893 -1.2011 3.1131
H -3.1301 0.4698 3.4963
H -2.1880 -0.0761 2.0317
C 3.5907 1.6358 7.7592
C 3.8665 2.3788 6.4648
O 4.3889 1.3911 5.5582
C 5.0990 1.8166 4.4685
O 5.2571 2.9944 4.2773
O 5.5105 0.8324 3.6755
C 6.4787 1.1773 2.6711
H 3.1575 0.6319 7.6067
H 2.9245 2.3200 8.2935
H 4.5115 1.6081 8.2896
H 4.6545 3.0936 6.5535
H 2.9580 2.8853 6.0244
H 7.3953 1.5478 3.1934
H 6.1314 1.9244 2.0026
H 6.6876 0.2890 2.0917
C -4.6898 -4.5361 -5.9510
C -3.9666 -4.7467 -4.6309
O -3.6070 -3.5225 -3.9746
C -2.5171 -2.8476 -4.3539
O -1.6817 -3.3090 -5.0498
O -2.5321 -1.6358 -3.7662
C -1.3727 -0.7246 -3.9514
H -5.3610 -3.7368 -5.8326
H -5.2051 -5.5195 -6.1510
H -4.0032 -4.2693 -6.7503
H -3.0892 -5.3600 -4.8162
H -4.6287 -5.2924 -3.9392
H -0.5934 -0.9837 -3.1787
H -1.7101 0.3281 -3.7599
H -0.9511 -0.7757 -4.9955
C -1.3998 -0.9802 -0.2726
C 0.1053 -0.8193 -0.3328
O 0.4179 0.4976 -0.9745
C 1.6185 0.9458 -0.6845
O 1.9401 2.0997 -0.8246
O 2.4923 0.0090 -0.2397
C 3.7526 0.5396 0.1544
H -1.6364 -1.8118 0.4050
H -1.7461 -1.1747 -1.2749
H -1.8179 -0.0732 0.1474
H 0.6167 -1.5587 -0.8728
H 0.4545 -0.7242 0.6471
H 3.6838 1.5051 0.5946
H 4.3783 0.6357 -0.7666
H 4.1725 -0.2013 0.8144
C 2.5497 -1.9297 4.4348
C 2.5187 -1.4461 2.9689
O 2.7001 -2.5989 2.0713
C 1.6091 -3.2630 1.7720
O 0.4537 -2.8809 1.9209
O 1.8533 -4.4151 1.1068
C 3.1823 -4.9354 1.2086
H 3.3274 -2.6332 4.3952
H 1.6725 -2.4221 4.8400
H 2.9185 -1.1081 5.0681
H 3.5213 -0.9061 2.7141
H 1.6777 -0.8380 2.5287
H 3.8630 -4.5940 0.4239
H 3.0209 -6.0145 1.1842
H 3.6535 -4.7447 2.1789
C -3.9483 1.0323 -1.5252
C -4.6678 2.1399 -2.1974
O -5.5952 1.6206 -3.1568
C -6.8173 1.3102 -2.7099
O -7.2471 1.6063 -1.6364
O -7.3042 0.4941 -3.6403
C -8.6410 0.1229 -3.5804
H -3.8503 0.2561 -2.3288
H -4.6619 0.5728 -0.8162
H -3.0314 1.3811 -1.0341
H -4.0426 2.7082 -2.8543
H -5.1682 2.8304 -1.5294
H -9.3158 1.0204 -3.6056
H -8.8999 -0.4241 -2.6859
H -8.8733 -0.6074 -4.3654
C -8.5774 -2.6596 2.4172
C -7.5097 -2.9026 3.4770
O -6.2880 -3.4641 2.8330
C -6.2208 -4.8064 2.8253
O -7.1226 -5.5838 2.9127
O -4.9877 -5.2745 2.7925
C -3.8220 -4.4752 3.0473
H -9.0429 -3.5947 2.0928
H -8.2235 -2.1570 1.4908
H -9.3514 -2.0151 2.8500
H -7.8926 -3.5653 4.2745
H -7.1762 -1.9800 3.9353
H -4.1229 -3.6306 3.6881
H -3.3648 -4.1006 2.1078
H -3.1839 -5.1377 3.6055
C 4.2854 6.1769 2.3273
C 4.6928 4.9789 1.6557
O 5.3421 5.4003 0.4315
C 5.9896 4.3427 -0.1077
O 6.0166 3.2153 0.3162
O 6.5751 4.7488 -1.2326
C 7.1275 3.6855 -2.1230
H 5.0736 6.8845 2.4260
H 3.7850 6.0212 3.3059
H 3.5211 6.6487 1.6962
H 3.7631 4.3403 1.4531
H 5.4894 4.3638 2.1261
H 8.2160 3.5269 -1.9829
H 6.8610 4.0345 -3.1531
H 6.4942 2.8578 -1.8935
C -0.9040 1.8233 6.4514
C -0.3431 0.6883 5.6501
O -0.7099 0.6913 4.2236
C 0.1317 1.1855 3.3204
O -0.1269 1.0863 2.1499
O 1.2538 1.7457 3.9006
C 2.1412 2.3465 2.9545
H -1.9297 1.7005 6.7516
H -0.7940 2.7133 5.8024
H -0.2452 2.0851 7.3477
H -0.6341 -0.2877 6.0356
H 0.7364 0.6714 5.7064
H 2.8559 2.9049 3.5539
H 1.5580 2.9500 2.2635
H 2.6408 1.5928 2.3778
C 3.5076 -0.9321 -4.0394
C 4.8022 -0.8361 -4.9100
O 6.0132 -1.2008 -4.3544
C 6.3970 -0.4121 -3.2975
O 5.7569 0.5362 -2.8570
O 7.5810 -0.8604 -2.8177
C 8.1777 -0.1458 -1.7669
H 3.4150 -2.0274 -3.7626
H 2.6931 -0.4884 -4.6339
H 3.5913 -0.3661 -3.1649
H 4.8582 0.1852 -5.2749
H 4.7578 -1.5128 -5.7499
H 8.6111 -0.8758 -1.1262
H 7.3334 0.3219 -1.2739
H 8.8963 0.6252 -2.1474
C -3.6661 3.3765 0.9543
C -2.7012 3.2910 2.1035
O -2.2708 4.6879 2.3313
C -1.2756 4.8972 3.1945
O -0.5995 4.0372 3.7405
O -1.1627 6.2086 3.3333
C -0.1574 6.6802 4.2736
H -3.8379 2.3373 0.5919
H -3.1938 3.9191 0.1331
H -4.5385 3.7607 1.3852
H -1.7541 2.8097 1.8254
H -2.9439 2.9351 3.0434
H 0.8735 6.3809 4.0663
H -0.4867 6.4793 5.2771
H -0.1940 7.7720 4.2146
C 3.3617 4.0407 -2.6203
C 2.6522 3.3114 -3.8237
O 3.6518 2.4905 -4.4991
C 4.2527 3.1081 -5.4844
O 4.0132 4.1931 -5.9258
O 5.0973 2.2160 -5.9506
C 5.6681 2.5246 -7.2236
H 4.0430 4.7824 -3.0597
H 3.9322 3.2744 -1.9874
H 2.5721 4.5155 -2.0224
H 2.1923 3.9992 -4.5575
H 1.8602 2.6387 -3.4588
H 6.5413 1.8196 -7.4428
H 6.0134 3.5491 -7.2319
H 4.8781 2.3460 -7.9442
C -7.3258 -7.0555 -0.1557
C -7.1153 -6.3960 -1.5006
O -6.9834 -4.9867 -1.4649
C -5.8118 -4.3892 -1.1432
O -4.8335 -4.9222 -0.6884
O -5.9718 -3.1720 -1.5833
C -4.9847 -2.1825 -1.3105
H -6.3836 -7.1209 0.4024
H -7.7198 -8.0581 -0.3363
H -8.0636 -6.4857 0.4178
H -8.0023 -6.6316 -2.1489
H -6.2076 -6.7437 -2.0193
H -4.1557 -2.2788 -2.0294
H -4.6792 -2.1732 -0.2458
H -5.4979 -1.1985 -1.5479
C 6.7791 -2.6771 3.8189
C 7.7065 -3.1076 2.6303
O 6.9426 -3.6077 1.4863
C 6.3625 -2.6737 0.7065
O 6.4574 -1.4810 0.8449
O 5.6758 -3.3262 -0.2544
C 4.8120 -2.5822 -1.0651
H 7.2949 -2.4921 4.7593
H 6.0394 -3.4214 3.9952
H 6.2987 -1.7142 3.5512
H 8.3776 -3.9290 2.8164
H 8.2042 -2.2354 2.2203
H 3.8962 -3.2628 -1.3279
H 5.3976 -2.2603 -1.9932
H 4.4695 -1.7252 -0.5409
C -2.0996 -6.4337 -0.5828
C -1.5580 -5.1831 -1.2210
O -1.0806 -5.5432 -2.4969
C -0.1341 -4.7782 -3.1357
O 0.2980 -3.7381 -2.6941
O 0.1751 -5.4335 -4.2426
C 1.0226 -4.8070 -5.1852
H -2.8122 -6.9287 -1.2868
H -2.7137 -6.1868 0.2877
H -1.3314 -7.1162 -0.4045
H -0.6850 -4.7735 -0.7210
H -2.2803 -4.3793 -1.2911
H 1.5147 -5.5900 -5.8023
H 1.7908 -4.1888 -4.6409
H 0.4298 -4.1171 -5.8355
C 0.4929 7.2929 -3.7806
C -0.4328 6.1739 -4.0108
O -0.6532 5.4632 -2.7344
C -0.7578 4.1470 -2.8493
O -0.8371 3.5947 -3.9141
O -0.8278 3.5800 -1.6362
C -0.3685 4.2886 -0.4625
H 0.0054 8.0266 -3.1365
H 0.6374 7.8641 -4.6680
H 1.3884 6.8830 -3.2823
H -0.0044 5.5074 -4.7540
H -1.4032 6.5097 -4.3717
H -0.6025 3.4869 0.2516
H -0.8835 5.2032 -0.2673
H 0.6798 4.5033 -0.4856


221
Properties=species:S:1:pos:R:3 method="wB97M-V/def2-TZVPD" e_tot_ev=-142620.649 total_charge=+3 relative_energy_kcal_mol=153.5 gap_ev=10.5
C 1.2986 12.0017 7.2892
C 0.7750 11.0596 6.1815
C 1.6936 9.9102 6.0860
C 1.1638 8.6707 5.3245
P 0.1774 7.5027 6.4678
C 1.3430 6.6067 7.5842
C 2.5814 5.9980 6.8978
C 3.5362 5.5001 7.8927
C 4.7754 4.7184 7.3285
C -0.9349 6.2940 5.6711
C -0.2564 5.4382 4.7010
C -1.3692 4.8163 3.8097
C -0.6816 3.6563 3.0913
C -0.8798 8.4267 7.6815
C -1.8731 7.5236 8.4297
C -3.0057 8.2690 9.2143
C -2.6366 8.8330 10.5022
H 0.8766 12.9731 7.0317
H 2.3795 12.0356 7.1521
H 0.9521 11.5669 8.2267
H 0.9622 11.6310 5.2723
H -0.2262 10.6630 6.3499
H 2.0103 9.4919 7.0414
H 2.5480 10.2197 5.4841
H 1.9137 8.1417 4.7365
H 0.4189 8.9439 4.5771
H 0.6892 5.8408 8.0013
H 1.6371 7.2052 8.4464
H 3.1874 6.6904 6.3135
H 2.3582 5.1159 6.2977
H 2.9454 4.9543 8.6283
H 3.9323 6.3288 8.4797
H 4.3125 3.9946 6.6577
H 5.3069 4.3037 8.1851
H 5.4459 5.3862 6.7877
H -1.6071 6.9992 5.1822
H -1.4641 5.8118 6.4930
H 0.3356 4.6982 5.2395
H 0.4263 5.9109 3.9949
H -1.8332 5.4687 3.0699
H -2.1425 4.5327 4.5236
H -0.5383 2.7575 3.6911
H 0.2098 3.8777 2.5044
H -1.3638 3.2883 2.3248
H -1.3684 9.2515 7.1628
H -0.2479 8.8756 8.4478
H -1.4121 6.8354 9.1382
H -2.4516 6.9381 7.7150
H -3.8686 7.6138 9.3335
H -3.3228 9.0544 8.5282
H -1.8770 9.6099 10.5895
H -2.1918 8.0712 11.1424
H -3.4649 9.2273 11.0908
C 6.0767 3.2189 -0.3124
C 5.2370 1.9194 -0.2221
C 5.2943 1.2145 1.1208
C 4.4875 -0.1300 1.2152
P 3.9847 -0.5788 2.9393
C 3.3757 -2.2816 2.8187
C 2.3191 -2.4923 1.7579
C 1.7342 -3.9021 1.6287
C 0.7551 -4.2537 2.8640
C 5.2885 -0.5208 4.2028
C 6.5685 -1.3766 3.8248
C 7.8175 -0.8759 4.4985
C 8.9567 -1.8313 4.3993
C 2.6042 0.3505 3.6107
C 2.6066 1.8587 3.1276
C 3.5316 2.8035 3.8780
C 3.5680 4.2345 3.3893
H 7.1188 3.0821 -0.0235
H 5.7109 4.0416 0.3019
H 6.2242 3.5550 -1.3388
H 5.6432 1.2503 -0.9806
H 4.2857 2.1472 -0.7029
H 5.0231 1.9389 1.8888
H 6.2963 0.8693 1.3756
H 5.0471 -0.9453 0.7569
H 3.5745 0.0977 0.6649
H 3.0478 -2.6101 3.8049
H 4.3311 -2.6926 2.4922
H 2.8393 -2.2926 0.8211
H 1.5283 -1.7421 1.7702
H 2.5620 -4.5980 1.4924
H 1.0456 -3.7920 0.7909
H 1.3943 -4.1463 3.7403
H 0.1954 -5.1888 2.8853
H 0.1626 -3.3552 3.0361
H 4.7105 -1.0407 4.9668
H 5.2697 0.5317 4.4857
H 6.7650 -1.5668 2.7696
H 6.2705 -2.3578 4.1944
H 7.7641 -0.7083 5.5742
H 8.1351 0.0590 4.0368
H 9.8693 -1.3299 4.7215
H 9.1711 -2.0814 3.3603
H 8.8254 -2.7870 4.9066
H 2.5657 0.3171 4.6995
H 1.6931 -0.1122 3.2313
H 1.5735 2.1949 3.2159
H 2.7681 1.9577 2.0542
H 4.4952 2.3161 4.0262
H 3.1323 2.7903 4.8922
H 3.7974 4.2156 2.3239
H 4.2810 4.6871 4.0785
H 2.6177 4.7616 3.4735
C -4.0313 -5.3199 -4.5453
C -3.3155 -6.6074 -4.8628
C -2.8036 -6.6076 -6.2578
C -1.5171 -5.6776 -6.4625
P -0.7578 -5.7623 -8.2015
C -2.0995 -5.1676 -9.2770
C -1.8188 -5.4660 -10.7864
C -2.5617 -6.5850 -11.5105
C -1.9970 -7.1594 -12.8040
C -0.4033 -7.5147 -8.5428
C 0.6591 -8.1603 -9.4697
C 0.8497 -9.7050 -9.3749
C 1.3186 -10.2768 -10.7210
C 0.7321 -4.6436 -8.4315
C 0.7073 -3.1813 -7.9063
C 1.1315 -3.0191 -6.4119
C 0.1803 -2.0959 -5.7092
H -4.9384 -5.2930 -5.1491
H -3.3547 -4.4786 -4.6951
H -4.3265 -5.3219 -3.4960
H -4.0372 -7.3992 -4.6622
H -2.4910 -6.7481 -4.1639
H -3.6941 -6.4370 -6.8628
H -2.6219 -7.6575 -6.4874
H -0.7280 -5.8522 -5.7312
H -1.8593 -4.6468 -6.5549
H -2.0604 -4.0881 -9.1314
H -3.0357 -5.5601 -8.8800
H -0.7428 -5.6321 -10.8400
H -1.9388 -4.5866 -11.4193
H -3.5169 -6.1544 -11.8108
H -2.7962 -7.3583 -10.7790
H -1.0282 -7.6517 -12.7202
H -1.9978 -6.5325 -13.6957
H -2.5216 -8.0800 -13.0596
H -1.3033 -8.0474 -8.8500
H -0.1322 -7.8215 -7.5326
H 1.6124 -7.7202 -9.1769
H 0.2383 -7.8332 -10.4205
H -0.0436 -10.1415 -8.9281
H 1.6292 -9.8915 -8.6362
H 2.3486 -10.6185 -10.6180
H 1.3615 -9.5790 -11.5573
H 0.7765 -11.0027 -11.3271
H 0.6884 -4.4227 -9.4980
H 1.6731 -5.1302 -8.1747
H -0.2274 -2.6529 -8.0940
H 1.4042 -2.6923 -8.5870
H 2.1716 -2.6934 -6.4042
H 1.2082 -3.9556 -5.8595
H 0.2669 -2.1208 -4.6230
H -0.8550 -2.3808 -5.8968
H 0.3571 -1.0594 -5.9964
C -7.6526 -3.6811 -3.3379
C -7.1013 -3.8999 -1.9022
C -6.2467 -2.7320 -1.2691
C -4.8077 -2.7083 -1.8023
P -3.7280 -1.4113 -1.1886
C -2.0781 -1.7481 -1.7426
C -1.4458 -3.0418 -1.0301
C -0.1973 -3.6460 -1.7639
C -0.5328 -4.4853 -3.0062
C -3.8721 -1.0064 0.5686
C -2.5827 -0.4850 1.3349
C -2.8303 -0.5248 2.8151
C -1.5657 -0.2060 3.5406
C -4.3761 0.1417 -1.9599
C -5.8928 0.5190 -1.7549
C -6.2477 2.0495 -1.7069
C -5.4079 2.8420 -0.7411
H -8.1302 -2.7208 -3.5324
H -8.4432 -4.4305 -3.3753
H -6.8516 -4.0317 -3.9888
H -6.6355 -4.8708 -1.7333
H -8.0388 -3.9106 -1.3463
H -6.2978 -2.7596 -0.1807
H -6.8189 -1.8303 -1.4873
H -4.8519 -2.4572 -2.8620
H -4.2971 -3.6614 -1.6646
H -1.4868 -0.8607 -1.5167
H -2.1245 -1.8738 -2.8244
H -2.1456 -3.8757 -1.0846
H -1.2296 -2.8081 0.0124
H 0.2449 -4.3291 -1.0387
H 0.5537 -2.8692 -1.9081
H -1.2611 -5.2638 -2.7791
H 0.3271 -4.8894 -3.5404
H -1.0650 -3.7409 -3.5984
H -3.9272 -2.0336 0.9288
H -4.8215 -0.5789 0.8911
H -2.6004 0.5676 1.0524
H -1.6410 -0.8611 0.9352
H -3.1077 -1.4781 3.2649
H -3.6259 0.1729 3.0765
H -0.8092 -0.9852 3.6331
H -1.6969 0.0959 4.5797
H -1.0652 0.6277 3.0480
H -4.1720 0.2229 -3.0276
H -3.8196 1.0001 -1.5836
H -6.1711 0.1007 -0.7876
H -6.6062 -0.0379 -2.3625
H -7.2949 2.1502 -1.4216
H -6.2152 2.4952 -2.7010
H -5.9007 3.8091 -0.6405
H -4.3547 2.9962 -0.9755
H -5.5452 2.3830 0.2380
N -0.1633 1.1492 -1.7180
S 0.0558 2.1807 -0.3979
O 0.5712 3.4887 -0.6807
O 0.3600 1.5699 0.9001
F -1.4851 2.4777 -0.1127
S 1.2664 0.6141 -1.6915
O 1.5465 -0.6035 -0.8698
O 2.4130 1.5482 -1.9002
F 1.0537 -0.0300 -3.2104